Here is 2 unconnected molecules or ions with the total composition CH4NO2 from OMol25. Energies are from ωB97M-V with the def2-TZVPD basis set.

Structure (ORCA input):
```
! wB97M-V def2-TZVPD RIJCOSX def2/J DEFGRID3
* xyz -1 1
O -1.00633 1.41187 -1.12402
H -0.47391 2.23073 -1.28603
C 0.83053 -0.05011 0.62262
N 0.45574 -1.50202 0.23445
O 0.98110 0.35132 1.77648
H -0.69777 1.07464 -0.19059
H -0.36362 -1.84545 0.70038
H 0.27426 -1.67098 -0.73328
*
```

Calculated values
**HOMO-LUMO gap**: 6.16 eV
**Energy relative to the best compared isomer or geometry (same formula, charge and spin)**: 59.9 kcal/mol
**Electronic energy**: -6685.8957 eV
**Highest occupied orbital energy**: -1.428 eV

---

Here is 9 unconnected molecules or ions with the total composition C48H123N9O15 from OMol25. Energies are from ωB97M-V with the def2-TZVPD basis set.

Structure (ORCA input):
```
! wB97M-V def2-TZVPD RIJCOSX def2/J DEFGRID3
* xyz 0 1
C 2.91241 4.73323 7.43435
O 4.29256 4.94654 7.72131
C 4.58304 6.14024 8.44648
C 5.06244 7.22302 7.49177
N 6.19638 6.77787 6.71465
C 6.79725 7.82412 5.95777
C 5.99154 8.50574 4.79049
O 6.27344 7.89280 3.53175
C 5.95599 6.44798 3.50939
H 2.71782 3.78581 6.93173
H 2.32020 5.51118 6.95253
H 2.40785 4.52378 8.37756
H 5.23369 6.10201 9.32015
H 3.61113 6.40177 8.86491
H 5.50098 8.04554 8.05677
H 4.28324 7.50893 6.78523
H 6.17294 5.82965 6.36763
H 7.74569 7.50512 5.52556
H 7.15493 8.55790 6.68008
H 6.12221 9.58224 4.90088
H 4.91979 8.51604 4.98886
H 6.44165 5.91843 2.68975
H 4.90423 6.32974 3.24876
H 6.36675 5.88453 4.34718
C -2.98391 0.19856 0.97932
O -4.17053 -0.59919 0.75563
C -5.30593 -0.07996 1.46930
C -6.65568 -0.52621 0.82775
N -7.84011 -0.16241 1.74835
C -8.62178 0.81559 1.01066
C -9.97874 1.01541 1.79737
O -10.85604 -0.13908 1.75839
C -11.98370 -0.00203 2.68465
H -3.04457 1.23016 0.63258
H -2.14066 -0.23539 0.44199
H -2.74707 0.19802 2.04327
H -5.25074 1.00547 1.55234
H -5.22119 -0.42607 2.49941
H -6.71823 -1.60616 0.69400
H -6.70252 -0.11490 -0.18058
H -8.46618 -0.90819 2.01657
H -8.86627 0.59136 -0.02762
H -8.13611 1.76343 0.77862
H -10.59252 1.72704 1.24514
H -9.83737 1.51657 2.75494
H -12.57147 -0.91865 2.63530
H -12.54544 0.92785 2.59586
H -11.59765 -0.00417 3.70399
C 2.02042 -4.89950 0.43116
O 2.10719 -3.48416 0.47261
C 0.90139 -2.83852 -0.05131
C 0.92193 -1.25674 0.05780
N 2.23801 -0.76702 -0.29961
C 2.92086 0.02598 0.78344
C 2.33333 1.43450 0.87483
O 2.67396 2.26032 2.01093
C 3.88839 2.95940 1.83235
H 1.39953 -5.28292 1.24084
H 3.02148 -5.32990 0.40396
H 1.67162 -5.12219 -0.57723
H -0.00737 -3.28627 0.35089
H 0.91140 -2.90149 -1.13944
H 0.67276 -1.07867 1.10389
H 0.10331 -0.92134 -0.57894
H 2.70095 -1.66308 -0.35295
H 3.94311 0.01638 0.40528
H 2.91132 -0.50328 1.73627
H 1.24470 1.46662 0.91902
H 2.57454 1.89393 -0.08373
H 3.75085 3.80310 1.15607
H 4.61606 2.23897 1.45874
H 4.21015 3.45916 2.74602
C -1.65210 6.95877 -1.47233
O -1.41147 5.51451 -1.39962
C -0.26796 5.14383 -0.62560
C 0.06891 3.64504 -0.96751
N 0.22805 3.54020 -2.36143
C 0.48179 2.18551 -2.90241
C 0.58302 2.19977 -4.38088
O -0.58457 2.73951 -4.95987
C -0.75210 2.80012 -6.42802
H -2.48310 7.35286 -0.88733
H -1.89427 7.25845 -2.49197
H -0.80987 7.59127 -1.19178
H -0.46997 5.28279 0.43648
H 0.64332 5.70504 -0.83224
H -0.65035 2.98524 -0.48229
H 1.00971 3.50248 -0.43584
H -0.60340 3.95542 -2.75689
H -0.26479 1.42656 -2.66849
H 1.43907 1.82996 -2.52120
H 0.84648 1.22625 -4.79434
H 1.36677 2.91744 -4.62333
H -0.52801 1.83622 -6.88491
H 0.02570 3.49096 -6.75337
H -1.75686 3.06921 -6.75387
C -0.54858 -6.55018 -1.23157
O 0.39834 -6.39786 -2.27932
C -0.06158 -5.61367 -3.40093
C 0.88508 -5.78286 -4.61401
N 0.58709 -7.16538 -5.00169
C 1.35668 -7.57567 -6.16954
C 0.50783 -8.68154 -6.96282
O -0.71437 -8.16509 -7.48197
C -1.48170 -9.14870 -8.25100
H -1.55094 -6.85810 -1.52917
H -0.64811 -5.57993 -0.74496
H -0.09594 -7.20613 -0.48797
H 0.04781 -4.65708 -2.88998
H -1.11389 -5.78781 -3.62543
H 1.92084 -5.80867 -4.27545
H 0.57942 -5.04827 -5.35903
H -0.39901 -7.37847 -4.95342
H 2.31254 -7.96535 -5.81943
H 1.50363 -6.76688 -6.88533
H 0.37041 -9.56344 -6.33715
H 1.24704 -8.96738 -7.71112
H -2.37321 -8.66305 -8.64782
H -1.75053 -10.01466 -7.64606
H -0.86333 -9.40961 -9.10986
C -6.57209 6.91924 -3.25455
O -6.15958 5.96824 -2.21581
C -5.21109 6.47484 -1.19736
C -5.21351 5.50649 -0.02279
N -3.96487 5.50471 0.65202
C -3.96531 4.33078 1.57083
C -2.65956 4.27852 2.45181
O -1.58926 3.40561 2.05819
C -0.53426 3.43760 3.10745
H -5.70288 7.39800 -3.70551
H -7.19516 7.75223 -2.92895
H -7.05622 6.38948 -4.07496
H -5.58994 7.45138 -0.89578
H -4.21896 6.47762 -1.64879
H -5.50136 4.51263 -0.36554
H -5.94997 5.82953 0.71300
H -3.18036 5.45560 0.01781
H -3.96173 3.35267 1.08979
H -4.78822 4.30496 2.28514
H -2.83090 4.20637 3.52583
H -2.38153 5.33185 2.41556
H -0.44820 4.18635 3.89490
H 0.36203 3.32819 2.49689
H -0.59479 2.49799 3.65661
C 2.04647 -9.67378 -2.35654
C 2.67333 -8.69487 -1.38965
C 4.12158 -8.93509 -0.82230
O 4.51368 -10.36275 -0.77532
C 5.59870 -10.54920 0.11433
N 2.80042 -7.45812 -2.05377
H 1.96525 -10.67395 -1.93092
H 2.53417 -9.78289 -3.32522
H 1.00388 -9.45911 -2.59110
H 1.95026 -8.64826 -0.57533
H 4.05377 -8.55704 0.19778
H 4.83350 -8.35028 -1.40476
H 5.76158 -11.61489 0.27527
H 5.46568 -10.08560 1.09182
H 6.53940 -10.18912 -0.30221
H 2.14447 -7.42832 -2.82121
H 2.61674 -6.65825 -1.46508
C 5.28428 -1.88083 -4.35942
C 4.48714 -0.73399 -3.67450
C 3.64023 0.14006 -4.60589
O 4.51915 0.75581 -5.62319
C 3.72907 1.53262 -6.51413
N 3.47420 -1.38521 -2.87222
H 6.01556 -2.21061 -3.62148
H 5.74394 -1.50308 -5.27272
H 4.65914 -2.72166 -4.65996
H 5.16318 -0.13868 -3.06075
H 3.12283 0.88034 -3.99568
H 2.80918 -0.40025 -5.05923
H 4.41502 1.86187 -7.29462
H 3.38439 2.45409 -6.04488
H 2.97651 1.03131 -7.12277
H 2.90687 -0.75927 -2.31868
H 2.86586 -1.95905 -3.43856
C -2.84711 -2.48889 5.08475
C -2.17412 -1.15495 5.12889
C -0.82059 -1.08925 4.35312
O -0.02810 -2.17226 4.85500
C 1.30876 -2.19614 4.41963
N -3.10999 -0.16894 4.60506
H -3.58097 -2.56089 5.88747
H -2.17258 -3.32797 5.25523
H -3.19982 -2.57171 4.05672
H -1.97813 -0.89341 6.16874
H -0.39378 -0.08798 4.41123
H -1.02222 -1.34394 3.31265
H 1.86757 -3.04700 4.80933
H 1.87123 -1.37809 4.86962
H 1.28461 -2.31819 3.33676
H -3.83872 -0.24458 5.30027
H -3.62090 -0.48480 3.79308
*
```

Calculated values
**HOMO-LUMO gap**: 8.67 eV
**Energy relative to the best compared isomer or geometry (same formula, charge and spin)**: 176.0 kcal/mol
**Electronic energy**: -95877.2689 eV
**Highest occupied orbital energy**: -8.198 eV
**SMILES**: COC[C@H](C)N.COC[C@H](C)N.COC[C@H](C)N.COCCNCCOC.COCCNCCOC.COCCNCCOC.COCCNCCOC.COCCNCCOC.COCCNCCOC

---

Here is a molecular structure, C18H30N2O5Pd from OMol25. Energies are from ωB97M-V with the def2-TZVPD basis set.

Structure (ORCA input):
```
! wB97M-V def2-TZVPD RIJCOSX def2/J DEFGRID3
* xyz 4 1
Pd -1.81414 2.54969 -0.26562
C -1.28212 5.34684 0.41958
C 0.07883 4.70148 0.32948
O 0.05672 3.63526 -0.66514
C 0.17910 4.15672 -2.02689
C -0.30581 3.14277 -3.03774
O -1.64947 2.73274 -2.78615
C -2.69397 3.57890 -3.28437
C -3.97656 3.10997 -2.62991
O -3.88325 3.16030 -1.18666
C -4.23980 4.46373 -0.66277
C -3.65926 4.56451 0.71695
O -2.22242 4.25251 0.65578
H -1.57363 5.88050 -0.48561
H -1.33959 6.02213 1.27432
H 0.35230 4.22841 1.27122
H 0.84277 5.43396 0.06655
H 1.23370 4.37928 -2.19524
H -0.38991 5.08443 -2.10186
H 0.30307 2.23876 -2.99672
H -0.20135 3.56916 -4.03829
H -2.77559 3.48488 -4.36979
H -2.48458 4.62724 -3.04963
H -4.20012 2.07575 -2.88852
H -4.82208 3.71556 -2.95934
H -5.32702 4.55693 -0.62242
H -3.84570 5.24395 -1.31844
H -4.07954 3.82803 1.39993
H -3.77466 5.55893 1.14768
C 5.81359 -5.82050 2.57673
C 4.91064 -6.18502 3.73488
N 3.63324 -6.82349 3.30285
C 3.11816 -7.71573 4.13303
C 3.94961 -8.33791 2.62054
C 0.78348 -2.16923 0.30737
O 1.54430 -2.74316 0.88318
C -0.18452 -1.44937 -0.43026
C -0.87317 -2.10523 -1.46839
C -1.79433 -1.36191 -2.17496
C -1.99029 -0.03154 -1.83569
N -1.32417 0.58815 -0.83731
C -0.42504 -0.09698 -0.13699
H 6.69736 -5.31862 2.96720
H 5.31266 -5.14221 1.88703
H 6.16406 -6.68603 2.01537
H 4.56647 -5.27505 4.23001
H 5.41459 -6.79888 4.48807
H 2.08222 -8.01824 4.01144
H 3.64565 -8.03716 5.03508
H 3.48619 -8.22483 1.65081
H 3.57636 -9.26198 3.09488
H 5.02958 -8.35808 2.64429
H -0.69016 -3.14749 -1.70271
H -2.36241 -1.80116 -2.98429
H -2.69411 0.58070 -2.37907
H 0.10413 0.41768 0.65651
*
```

Calculated values
**HOMO-LUMO gap (spin up / spin down)**: 6.84 / 6.93 eV
**Energy relative to the best compared isomer or geometry (same formula, charge and spin)**: 0.0 kcal/mol
**Electronic energy**: -35804.4270 eV
**Highest occupied orbital energy (spin up / spin down)**: -20.192 / -20.192 eV

---

Here is a gas-phase ion, C18H17F4 (charge +1) from OMol25. Energies are from ωB97M-V with the def2-TZVPD basis set.

Structure (ORCA input):
```
! wB97M-V def2-TZVPD RIJCOSX def2/J DEFGRID3
* xyz 1 1
C -2.07508 0.06810 2.42136
C -0.79240 0.60440 3.11654
C 0.42265 -0.04383 2.64142
C 1.68386 0.73652 2.55879
C 0.38597 -1.50085 2.33599
H -2.81841 0.85441 2.33114
H -1.91305 -0.27624 1.40231
H -2.42975 -0.76727 3.03905
H -0.70731 1.71914 3.05815
H 2.53668 0.06106 2.40199
H 1.73114 1.44731 1.71248
H 1.84156 1.32325 3.46376
H 1.40078 -1.89855 2.22752
H -0.13210 -2.04472 3.15048
H -0.13976 -1.79846 1.40304
F 2.27418 4.13701 5.62145
C 1.78252 2.87475 5.91647
C 2.66497 1.90974 6.38691
C 2.12439 0.63955 6.58906
F 2.99295 -0.35553 6.99423
C 0.81267 0.31085 6.19538
C 0.04590 1.27282 5.52090
C -1.18021 0.80330 4.71503
C -2.51438 1.53009 4.99360
C -3.66036 0.73909 5.21758
C -4.92722 1.30678 4.94645
F -6.04178 0.49826 4.86113
C -5.06308 2.63054 4.54758
C -3.94017 3.42354 4.65573
F -3.99680 4.73756 4.22651
C -2.67026 2.91522 4.96115
C 0.48686 2.59315 5.50202
H 3.68871 2.16061 6.62481
H 0.49845 -0.73531 6.30363
H -1.36730 -0.25892 5.07903
H -3.63367 -0.33237 5.44374
H -6.01640 3.05604 4.23330
H -1.82622 3.58408 5.00702
H -0.10311 3.35885 5.01215
*
```

Calculated values
**HOMO-LUMO gap**: 6.28 eV
**Energy relative to the best compared isomer or geometry (same formula, charge and spin)**: 26.0 kcal/mol
**Electronic energy**: -29802.2848 eV
**Highest occupied orbital energy**: -12.497 eV

---

Here is a single CH3N5 molecule from OMol25. Energies are from ωB97M-V with the def2-TZVPD basis set.

Structure (ORCA input):
```
! wB97M-V def2-TZVPD RIJCOSX def2/J DEFGRID3
* xyz 0 1
N -1.56857 -0.08223 0.29620
C -0.25350 0.10717 -0.01459
N 0.66631 -0.86753 0.02801
N 1.90889 -0.13704 -0.30055
N 1.58438 1.07891 -0.50169
N 0.26593 1.26722 -0.42104
H -1.92939 -1.02053 0.18740
H -2.17832 0.64342 -0.05376
H 1.50428 -0.98939 0.78003
*
```

Calculated values
**HOMO-LUMO gap**: 10.68 eV
**Energy relative to the best compared isomer or geometry (same formula, charge and spin)**: 42.8 kcal/mol
**Electronic energy**: -8533.2374 eV
**Highest occupied orbital energy**: -9.902 eV
**SMILES**: Nc1nnn[nH]1